1.
Below is a molecular structure, C9Cl36 at a distorted geometry, with properties calculated with the ωB97M-V functional and the def2-TZVPD basis.

Element x y z (Å)
Cl  2.565  2.454  -3.609
Cl  1.721  4.711  3.312
Cl  1.649  3.530  -1.093
Cl  3.213  -4.091  0.412
Cl  5.596  -4.296  -1.126
Cl  0.770  -0.607  -0.623
Cl  1.657  4.163  6.156
Cl  -3.612  -0.321  2.051
Cl  -0.540  -3.966  4.235
Cl  0.136  -1.357  2.085
Cl  -3.504  0.192  -2.355
Cl  -5.520  -2.006  0.893
Cl  2.241  0.615  1.567
Cl  -4.176  5.646  0.353
Cl  3.551  -2.739  -2.062
Cl  3.786  4.831  -2.548
Cl  1.085  -6.056  5.306
Cl  5.093  -1.761  0.228
Cl  -0.581  1.271  1.134
Cl  4.117  2.164  -1.330
Cl  -0.611  -3.615  -6.017
Cl  0.652  -5.896  2.500
Cl  2.333  -3.974  3.869
Cl  -1.760  2.179  -3.593
Cl  -2.854  -2.037  -0.215
Cl  0.433  2.346  4.252
Cl  -0.791  4.987  4.753
Cl  -4.526  2.719  -3.431
Cl  -3.924  2.702  0.092
Cl  0.067  -3.145  -3.306
Cl  -3.486  -3.161  2.339
Cl  2.265  -3.657  -5.166
Cl  0.822  -1.180  -5.265
Cl  -3.639  0.691  -5.215
Cl  -1.753  4.503  -0.644
Cl  -2.513  4.146  2.138
C  0.618  -2.943  -4.992
C  -3.075  4.244  0.413
C  0.915  -4.997  3.943
C  0.640  -0.030  1.069
C  0.711  4.070  4.644
C  3.022  3.306  -2.154
C  4.393  -3.153  -0.605
C  -3.334  1.368  -3.637
C  -3.852  -1.852  1.244

Computed properties:
HOMO-LUMO gap: 0.40366 hartree
calculated total energy: -460137.2208 eV
HOMO level: -10.99 eV

Results of the Löwdin charge analysis, in e, for atoms 1 through 4:
1. Cl 0.523
2. Cl 0.495
3. Cl 0.508
4. Cl 0.462



2.
Below is a molecular structure, C41H33BrN4O6Re at a distorted geometry, with properties calculated with the ωB97M-V functional and the def2-TZVPD basis.

Element x y z (Å)
Re  0.109  0.500  -0.202
Br  -6.142  -2.833  -2.163
O  0.977  1.777  -1.557
O  -0.227  -0.704  -1.823
O  -1.855  1.115  -0.767
O  1.678  2.116  -3.628
O  -1.999  -0.859  -4.023
O  2.222  0.200  0.571
N  -1.041  -0.622  1.166
N  0.369  1.450  1.678
N  1.055  -2.011  0.086
N  2.006  -2.028  1.004
C  2.542  -0.838  1.219
C  1.657  2.845  3.124
C  -0.565  -1.621  3.397
C  0.918  0.716  3.939
C  0.801  -0.311  4.897
C  -3.957  -1.869  -0.623
C  5.301  -0.477  4.428
C  -0.712  -1.846  -2.167
C  -2.786  0.262  -0.989
C  3.309  -0.402  -2.662
C  -1.838  -4.317  -2.955
C  -3.765  0.548  -1.978
C  -0.472  -0.636  2.433
C  5.094  0.708  -0.845
C  -4.818  -1.572  -1.647
C  -2.147  -3.151  -3.645
C  0.278  0.542  2.694
C  -0.958  -4.275  -1.898
C  1.005  2.585  1.915
C  0.569  -3.080  -0.426
C  1.660  1.902  4.123
C  -1.589  -1.930  -3.299
C  4.408  -1.119  -2.209
C  -1.194  0.300  -4.178
C  3.536  -0.741  2.303
C  -2.939  -0.971  -0.262
C  5.301  -0.589  -1.292
C  3.992  1.444  -1.252
C  2.402  -0.994  -3.697
C  3.763  -1.813  3.162
C  3.082  0.870  -2.142
C  -4.743  -0.348  -2.317
C  6.494  -1.372  -0.832
C  1.829  1.644  -2.518
C  3.774  2.843  -0.761
C  -2.158  -1.232  0.897
C  -0.392  -3.065  -1.486
C  5.083  0.592  3.572
C  0.088  -1.451  4.620
C  4.643  -1.679  4.219
C  4.204  0.463  2.513
H  -0.247  0.049  -4.657
H  3.237  -2.739  2.999
H  2.147  -0.240  -4.437
H  2.875  -1.839  -4.193
H  6.341  -2.437  -0.983
H  -5.447  -0.127  -3.107
H  -2.835  -3.180  -4.476
H  1.482  -1.342  -3.235
H  4.571  -2.118  -2.589
H  5.598  1.529  3.725
H  0.932  -4.053  -0.089
H  -1.102  -2.535  3.194
H  1.017  3.304  1.107
H  7.375  -1.071  -1.400
H  5.989  -0.376  5.254
H  4.591  3.167  -0.118
H  -0.989  0.822  -3.243
H  -4.038  -2.806  -0.091
H  2.185  3.776  3.246
H  -2.587  -1.903  1.642
H  0.013  -2.233  5.359
H  -3.682  1.488  -2.500
H  4.814  -2.517  4.881
H  1.300  -0.196  5.846
H  6.695  -1.188  0.222
H  2.210  2.045  5.041
H  3.694  3.526  -1.606
H  -1.773  0.952  -4.830
H  -0.690  -5.177  -1.367
H  -2.273  -5.254  -3.270
H  2.837  2.884  -0.209
H  4.015  1.280  1.834
H  5.800  1.152  -0.157

Computed properties:
HOMO-LUMO gap (spin up / spin down): 0.20048 / 0.20723 hartree
calculated total energy: -133470.7465 eV
ΔE to the lowest compared entry with this formula, charge and spin: 27.9 kcal per mole
HOMO level (spin up / spin down): -7.33 / -7.34 eV
multiplicity: 2

Results of the Löwdin charge analysis, in e, for atoms 1 through 4:
1. Re 1.831
2. Br 0.727
3. O -0.171
4. O -0.237



3.
Below is a molecular structure, C31H32ClGaGeN2O6, with properties calculated with the ωB97M-V functional and the def2-TZVPD basis.

Element x y z (Å)
Ge  -2.346  -0.829  0.447
Ga  0.192  0.051  0.530
Cl  7.880  -1.376  -3.589
O  0.262  0.806  -1.338
O  1.129  -0.931  2.052
O  3.540  2.203  -1.888
O  -0.414  1.503  1.683
O  1.925  0.988  0.035
O  0.872  -1.810  0.097
N  1.299  1.690  3.169
N  -0.222  3.400  2.851
C  6.591  -0.332  -3.085
C  4.554  1.337  -2.297
C  -2.154  -3.547  1.433
C  -5.064  1.679  2.446
C  -1.808  -2.743  -3.253
C  -2.938  -2.367  -3.965
C  1.936  -3.184  1.754
C  -4.230  0.619  2.121
C  -1.616  -2.280  -1.961
C  -1.550  -2.838  4.052
C  -3.563  1.767  0.112
C  0.226  2.179  2.547
C  -1.954  -4.530  2.390
C  1.306  -1.925  1.284
C  5.770  -0.717  -2.038
C  4.752  0.131  -1.640
C  -5.150  2.778  1.604
C  -1.753  -1.853  3.099
C  -3.691  -1.058  -2.098
C  -3.879  -1.527  -3.389
C  5.379  1.736  -3.347
C  -1.654  -4.176  3.697
C  6.405  0.879  -3.728
C  -1.435  3.942  2.256
C  2.238  1.821  -2.237
C  5.174  3.039  -4.063
C  -4.400  2.822  0.436
C  -2.561  -1.438  -1.370
C  -3.477  0.651  0.947
C  -2.070  -2.198  1.785
C  1.459  1.176  -1.120
H  -1.491  4.998  2.504
H  -1.310  -2.565  5.070
H  7.068  1.161  -4.534
H  -5.809  3.598  1.853
H  -2.977  1.809  -0.800
H  -1.502  -4.945  4.442
H  4.623  2.886  -4.991
H  -4.435  -0.411  -1.653
H  0.205  3.895  3.616
H  -3.085  -2.730  -4.973
H  2.219  1.136  -3.091
H  -1.073  -3.392  -3.708
H  1.656  0.785  2.894
H  -2.393  -3.829  0.415
H  -4.761  -1.241  -3.944
H  -4.473  3.677  -0.222
H  4.618  3.745  -3.451
H  -5.659  1.641  3.347
H  2.446  -3.033  2.700
H  1.871  2.273  3.756
H  -1.649  -0.810  3.378
H  -4.187  -0.244  2.773
H  -1.396  3.832  1.175
H  1.138  -3.917  1.887
H  2.616  -3.565  0.996
H  -0.723  -2.564  -1.419
H  1.679  2.717  -2.525
H  -2.039  -5.573  2.117
H  5.938  -1.658  -1.535
H  6.133  3.484  -4.321
H  -2.324  3.431  2.627
H  4.119  -0.128  -0.805

Computed properties:
HOMO-LUMO gap (spin up / spin down): 0.31794 / 0.20214 hartree
calculated total energy: -169344.0425 eV
net charge: +1
ΔE to the lowest compared entry with this formula, charge and spin: 0.0 kcal per mole
HOMO level (spin up / spin down): -10.67 / -10.67 eV
multiplicity: 2

Results of the Löwdin charge analysis, in e, for atoms 1 through 4:
1. Ge 1.136
2. Ga 0.400
3. Cl 0.678
4. O 0.047



4.
Below is a molecular structure, C21H25AsF2N2ORuS at a distorted geometry, with properties calculated with the ωB97M-V functional and the def2-TZVPD basis.

Element x y z (Å)
Ru  -0.748  -0.016  1.045
As  1.610  1.036  0.382
S  -2.861  -0.956  1.645
F  0.692  -1.939  2.799
F  -0.666  -2.976  1.326
O  -0.473  0.574  2.981
N  -1.184  -0.264  3.835
N  -2.142  -2.970  -8.604
C  4.291  1.541  1.434
C  -2.523  -1.901  5.630
C  -0.711  -2.720  -5.406
C  -2.479  -0.902  -4.230
C  3.536  1.455  0.116
C  1.059  1.062  -1.534
C  -2.930  -1.806  4.237
C  -1.787  -2.218  -6.146
C  -1.476  -1.186  6.072
C  -1.206  -0.988  -2.129
C  0.239  -1.946  1.493
C  -0.775  -0.333  5.147
C  1.557  2.255  -2.344
C  -2.288  -1.008  3.336
C  -0.520  -2.314  -4.081
C  -1.043  -0.641  -0.999
C  -2.671  -1.308  -5.555
C  -1.403  -1.404  -3.489
C  0.940  3.016  2.393
C  -1.984  -2.634  -7.505
C  0.952  2.839  0.880
H  -1.138  -1.224  7.096
H  1.566  3.626  0.396
H  0.296  2.240  2.858
H  1.955  2.936  2.821
H  -0.097  2.930  0.526
H  5.370  1.712  1.231
H  3.663  2.411  -0.428
H  -3.175  -0.193  -3.783
H  0.075  0.273  5.424
H  -0.016  -3.429  -5.854
H  2.663  2.253  -2.412
H  4.178  0.596  2.005
H  -0.052  1.052  -1.560
H  -1.562  1.578  0.675
H  -3.512  -0.909  -6.120
H  1.097  -2.092  0.805
H  -3.779  -2.399  3.920
H  1.161  2.183  -3.378
H  3.979  0.633  -0.485
H  0.322  -2.713  -3.517
H  1.206  3.209  -1.903
H  0.531  4.017  2.647
H  -3.085  -2.556  6.278
H  3.925  2.390  2.040
H  1.425  0.129  -2.013

Computed properties:
HOMO-LUMO gap (spin up / spin down): 0.16478 / 0.22023 hartree
calculated total energy: -106893.1268 eV
net charge: -1
ΔE to the lowest compared entry with this formula, charge and spin: 0.0 kcal per mole
HOMO level (spin up / spin down): -2.13 / -4.95 eV
multiplicity: 6

Results of the Löwdin charge analysis, in e, for atoms 1 through 4:
1. Ru 0.884
2. As 1.157
3. S 0.658
4. F -0.060



Question: Which value of calculated total energy does entry 1 give?
Answer: -460137.2208 eV



Question: Among the records above, which one has the highest calculated total energy?
Answer: C21H25AsF2N2ORuS



Question: What is the formula in the first record?
Answer: C9Cl36